Entry 1:
The following is a quantum chemistry calculation of a 2-piece molecular cluster, C10H13NO overall at a distorted geometry, from the Open Molecules 2025 dataset.

Values from the calculation:
- HOMO energy: -7.9 eV
- LUMO energy: 0.88 eV
- SMILES string: CCc1c[nH]c2ccccc12.O

```
25
C10H13NO | the Open Molecules 2025 dataset | ωB97M-V with the def2-TZVPD basis set
C 0.277 1.235 1.749
C 0.883 0.549 0.764
C -0.904 0.226 -2.571
C -2.136 0.793 -2.105
C 0.112 0.039 -1.623
C -2.286 1.324 -0.778
C -0.008 0.593 -0.335
C -1.163 1.255 0.069
N -0.924 1.759 1.369
C 1.878 -1.486 1.798
C 2.181 -0.252 0.990
H 0.606 1.338 2.783
H -0.759 -0.151 -3.592
H -2.988 0.901 -2.789
H 1.017 -0.533 -1.866
H -3.161 1.919 -0.484
H -1.495 2.418 1.905
H 2.818 -2.063 1.835
H 1.122 -2.080 1.256
H 1.524 -1.324 2.830
H 2.915 0.370 1.537
H 2.649 -0.566 0.037
O -1.021 -2.320 -0.799
H -0.074 -2.567 -0.899
H -1.062 -1.378 -1.081
```

---

Entry 2:
The following is a quantum chemistry calculation of a 2-piece molecular cluster, C10H13NO overall at a distorted geometry, from the Open Molecules 2025 dataset.

Values from the calculation:
- HOMO energy: -8.1 eV
- LUMO energy: 0.82 eV
- SMILES string: Cc1c[nH]c2ccccc12.CO

```
25
C10H13NO | the Open Molecules 2025 dataset | ωB97M-V with the def2-TZVPD basis set
C -2.892 2.480 -0.186
C -1.315 1.037 -1.579
C 0.325 0.521 -0.136
C -1.756 1.516 -0.393
C -0.700 1.151 0.538
C 1.322 -0.243 0.514
C 1.360 -0.118 1.898
C -0.681 1.185 1.941
C 0.399 0.618 2.596
N -0.103 0.321 -1.494
H 0.171 -0.529 -1.970
H -1.896 1.143 -2.496
H 2.229 -0.560 0.054
H -3.557 2.639 -1.085
H -2.609 3.465 0.174
H 2.204 -0.622 2.400
H -1.532 1.672 2.409
H 0.517 0.671 3.688
H -3.543 2.174 0.622
C 1.577 -3.183 -1.319
O 2.913 -2.895 -1.690
H 3.450 -2.574 -0.951
H 1.292 -2.304 -0.707
H 1.657 -4.064 -0.575
H 1.167 -3.501 -2.255
```

---

Entry 3:
The following is a quantum chemistry calculation of C10H13NOS2Sc as an isolated structure, from the Open Molecules 2025 dataset.

Values from the calculation:
- HOMO energy: -11.4 eV
- LUMO energy: -3.64 eV
- Charge: +1

```
28
C10H13NOS2Sc | the Open Molecules 2025 dataset | ωB97M-V with the def2-TZVPD basis set
Sc -0.480 -1.719 -0.411
C 3.147 -1.192 0.271
C 1.844 -1.959 0.318
S 1.436 -2.806 -1.183
C 1.090 -1.948 1.467
C 1.567 -1.173 2.677
S -0.483 -2.738 1.684
H 3.431 -0.979 -0.756
H 3.943 -1.792 0.718
H 3.102 -0.256 0.829
H 2.607 -1.407 2.903
H 0.961 -1.420 3.544
H 1.499 -0.092 2.524
O -2.407 -1.342 -1.423
C -2.932 -0.003 -1.557
C -1.892 0.987 -1.104
C -2.127 2.345 -1.234
C -1.161 3.233 -0.798
C 0.017 2.742 -0.249
C 0.178 1.378 -0.157
N -0.761 0.511 -0.573
H -3.060 -1.978 -1.743
H -3.829 0.091 -0.944
H -3.190 0.178 -2.601
H -3.052 2.697 -1.671
H -1.322 4.299 -0.888
H 0.797 3.403 0.100
H 1.079 0.940 0.256
```

---

Entry 4:
The following is a quantum chemistry calculation of a 2-piece molecular cluster, C10H13O2 overall at a distorted geometry, from the Open Molecules 2025 dataset.

Values from the calculation:
- HOMO energy: -4.2 eV
- LUMO energy: 3.37 eV
- Charge: -1

```
25
C10H13O2 | the Open Molecules 2025 dataset | ωB97M-V with the def2-TZVPD basis set
C 0.658 2.023 1.930
C 2.036 1.216 1.801
C 0.364 2.714 0.555
O -0.450 2.077 -0.161
O 0.853 3.843 0.361
H -0.076 1.288 2.260
H 0.771 2.673 2.801
H 2.266 1.360 0.739
H 1.950 0.160 2.076
H 2.855 1.633 2.371
C 1.259 -1.374 -2.169
C -1.742 -3.027 -0.612
C -0.710 -2.792 -1.521
C -2.053 -2.246 0.468
C 0.099 -1.675 -1.321
C -1.328 -1.049 0.546
C -0.266 -0.774 -0.316
H -2.253 -3.991 -0.807
H -0.569 -3.579 -2.243
H -2.924 -2.358 1.096
H -1.457 -0.301 1.330
H 1.516 -0.311 -2.266
H 1.236 -1.689 -3.222
H 0.299 0.098 -0.056
H 2.186 -1.888 -1.819
```

---

Entry 5:
The following is a quantum chemistry calculation of a 2-piece molecular cluster, C10H13O2 overall at a distorted geometry, from the Open Molecules 2025 dataset.

Values from the calculation:
- HOMO energy: -4.0 eV
- LUMO energy: 2.97 eV
- Charge: -1

```
25
C10H13O2 | the Open Molecules 2025 dataset | ωB97M-V with the def2-TZVPD basis set
C -0.890 0.933 2.436
C 0.541 0.450 2.509
C -1.171 2.210 3.324
O -2.381 2.499 3.437
O -0.173 2.754 3.831
H -1.280 0.992 1.416
H -1.618 0.170 2.741
H 1.137 0.865 3.309
H 1.159 0.359 1.612
H 0.541 -0.638 2.736
C -0.435 -2.031 -0.179
C 1.055 0.523 -3.324
C 0.413 1.063 -2.232
C 1.121 -0.861 -3.439
C -0.050 0.237 -1.208
C 0.539 -1.675 -2.478
C -0.031 -1.145 -1.327
H 1.428 1.176 -4.103
H 0.184 2.104 -2.130
H 1.548 -1.337 -4.312
H -0.474 0.736 -0.356
H 0.574 -2.735 -2.689
H 0.355 -2.731 0.071
H -1.411 -2.506 -0.333
H -0.678 -1.409 0.688
```

---

Entry 6:
The following is a quantum chemistry calculation of a 2-piece molecular cluster, C10H13O3 overall at a distorted geometry, from the Open Molecules 2025 dataset.

Values from the calculation:
- HOMO energy: -4.4 eV
- LUMO energy: 3.35 eV
- Charge: -1

```
26
C10H13O3 | the Open Molecules 2025 dataset | ωB97M-V with the def2-TZVPD basis set
C 1.297 1.157 -1.951
C 0.815 2.171 -2.945
C 1.494 1.976 -0.613
O 2.716 1.953 -0.225
O 0.438 2.512 -0.132
H 0.334 0.467 -1.793
H 2.020 0.366 -2.145
H -0.343 2.284 -2.826
H 1.236 2.128 -3.995
H 1.255 3.145 -2.702
C -1.795 -3.217 0.544
C -0.922 0.433 0.848
C -1.546 -0.708 0.371
C 0.046 0.331 1.876
C -1.140 -1.963 0.856
C 0.498 -0.926 2.393
C -0.125 -2.002 1.881
O 0.716 1.457 2.295
H -0.937 1.425 0.247
H -2.335 -0.430 -0.403
H 0.725 2.203 1.601
H 1.266 -0.956 3.093
H -1.998 -3.514 -0.387
H -2.808 -3.328 0.967
H 0.379 -2.966 2.063
H -1.286 -4.000 1.081
```

---

Entry 7:
The following is a quantum chemistry calculation of C10H14BN7O3Sn as an isolated structure at a distorted geometry, from the Open Molecules 2025 dataset.

Values from the calculation:
- HOMO energy (alpha / beta): -23.0 / -23.0 eV
- LUMO energy (alpha / beta): -19.20 / -18.02 eV
- Charge: +4

```
36
C10H14BN7O3Sn | the Open Molecules 2025 dataset | ωB97M-V with the def2-TZVPD basis set
C 0.376 -0.087 -3.106
N 0.464 0.611 -1.982
N 0.895 1.911 -2.137
C 1.085 2.022 -3.441
C 0.774 0.807 -4.066
B 1.161 2.964 -1.002
N -0.075 3.083 -0.068
N -0.752 1.991 0.430
C -1.766 2.430 1.212
C -1.761 3.817 1.174
C -0.693 4.194 0.361
Sn 0.163 0.206 -0.084
N 2.418 2.568 -0.160
N 2.495 1.372 0.514
C 3.749 1.357 1.062
C 4.455 2.529 0.720
C 3.568 3.273 -0.055
H 4.087 0.524 1.661
H 3.656 4.238 -0.538
H 5.459 2.814 0.990
H 1.367 3.995 -1.539
H -0.325 5.163 0.051
H 1.429 2.957 -3.812
H -2.450 4.478 1.668
H 0.830 0.589 -5.097
H -2.414 1.725 1.699
H 0.046 -1.101 -3.053
H 1.011 0.158 1.578
C 0.060 -0.414 1.928
H -0.690 0.177 2.459
H -1.076 -0.918 0.948
H 0.258 -1.485 2.064
O -0.713 -4.017 0.496
N -1.537 -3.121 0.548
O -2.700 -3.016 0.734
O -0.840 -1.878 0.030
```

---

Entry 8:
The following is a quantum chemistry calculation of a 8-piece molecular cluster, C10H14Cl22 overall at a distorted geometry, from the Open Molecules 2025 dataset.

Values from the calculation:
- HOMO energy: -10.8 eV
- LUMO energy: 0.04 eV
- SMILES string: ClC(Cl)Cl.ClC(Cl)Cl.ClC(Cl)Cl.ClC(Cl)Cl.ClC(Cl)Cl.ClC(Cl)Cl.ClCCCl.ClCCCl

```
46
C10H14Cl22 | the Open Molecules 2025 dataset | ωB97M-V with the def2-TZVPD basis set
Cl -2.118 -0.066 -2.914
C -0.827 0.222 -4.128
C -0.766 1.734 -4.354
Cl 0.698 2.163 -5.258
H -1.122 -0.248 -5.061
H 0.103 -0.152 -3.718
H -0.740 2.216 -3.381
H -1.611 2.155 -4.892
Cl 3.018 5.710 3.390
C 2.748 4.602 2.000
C 1.385 3.932 2.097
Cl 1.293 2.892 3.537
H 3.492 3.812 2.057
H 2.809 5.263 1.144
H 1.126 3.383 1.194
H 0.597 4.680 2.192
C -2.949 -4.129 -2.937
Cl -4.309 -3.035 -2.526
Cl -1.498 -3.583 -2.085
Cl -2.705 -4.075 -4.687
H -3.239 -5.130 -2.652
C -2.850 3.253 -0.021
Cl -4.278 3.794 -0.929
Cl -2.901 3.880 1.625
Cl -1.383 3.769 -0.851
H -2.867 2.173 0.023
C -1.446 -0.805 0.461
Cl -3.178 -0.491 0.295
Cl -1.191 -1.934 1.826
Cl -0.543 0.702 0.681
H -1.117 -1.304 -0.441
C -0.548 -4.536 4.641
Cl 0.138 -6.176 4.626
Cl 0.379 -3.499 5.752
Cl -2.239 -4.559 5.134
H -0.482 -4.159 3.630
C 3.285 -1.782 -1.761
Cl 1.528 -1.581 -1.605
Cl 3.653 -2.411 -3.389
Cl 3.850 -2.913 -0.525
H 3.734 -0.809 -1.621
C 2.517 -0.548 2.642
Cl 2.923 0.010 4.287
Cl 2.225 -2.294 2.612
Cl 3.794 -0.092 1.540
H 1.610 -0.033 2.354
```